# 1
A molecular structure, C31H32Cl5LaN2O4Si2 in a non-equilibrium geometry, computed with the ωB97M-V functional and the def2-TZVPD basis.

The HOMO-LUMO gap comes out at 7.5 eV. As for the electronic energy: -123065.9729 eV. The calculation puts the energy above the lowest of the compared OMol25 structures with the same formula, charge and spin at 42.5 kJ/mol. As for the net charge: 0.

Positions of all 77 atoms, in Å:
La1 -0.21 0.10 0.28
C1 1.47 2.90 0.66
C2 1.65 2.98 -0.72
C3 2.67 2.27 -1.33
C4 3.53 1.49 -0.57
C5 3.35 1.40 0.80
C6 2.32 2.09 1.42
H1 0.72 3.51 1.14
H2 1.01 3.62 -1.32
H3 2.81 2.33 -2.41
H4 4.33 0.94 -1.05
H5 4.02 0.79 1.40
H6 2.21 2.06 2.49
Cl1 -1.66 3.04 -1.72
C7 -1.81 1.50 -2.55
C8 -1.15 0.42 -2.00
C9 -1.35 -0.78 -2.65
Cl2 -0.55 -2.17 -1.94
C10 -2.14 -0.94 -3.78
Cl3 -2.35 -2.48 -4.52
C11 -2.78 0.19 -4.31
Cl4 -3.76 0.05 -5.71
C12 -2.61 1.43 -3.69
Cl5 -3.40 2.82 -4.31
C13 -4.97 1.30 2.76
Si1 -3.51 1.27 1.59
C14 -4.14 0.48 0.00
C15 -3.09 3.09 1.33
C16 -2.04 0.30 2.18
C17 -2.35 -1.15 2.10
C18 -3.21 -1.85 2.97
C19 -3.41 -3.20 2.82
C20 -2.75 -3.88 1.80
C21 -1.94 -3.16 0.96
N1 -1.75 -1.84 1.10
Si2 -1.37 0.76 3.85
C22 0.15 -0.25 4.25
C23 -2.50 0.54 5.33
C24 -0.86 2.57 3.86
H7 -5.82 1.81 2.29
H8 -4.72 1.84 3.68
H9 -5.31 0.29 3.03
H10 -4.65 1.22 -0.63
H11 -4.87 -0.30 0.25
H12 -3.36 0.02 -0.60
H13 -3.60 3.49 0.44
H14 -2.02 3.28 1.21
H15 -3.44 3.67 2.19
H16 -3.71 -1.29 3.75
H17 -4.07 -3.73 3.50
H18 -2.88 -4.95 1.66
H19 -1.43 -3.64 0.14
H20 -0.11 -1.30 4.44
H21 0.63 0.14 5.16
H22 0.90 -0.25 3.45
H23 -2.70 -0.52 5.54
H24 -3.46 1.04 5.20
H25 -2.02 0.96 6.22
H26 -0.02 2.76 3.17
H27 -0.54 2.87 4.86
H28 -1.68 3.23 3.57
O1 1.36 -1.35 1.41
C25 2.12 -1.54 0.40
O2 1.92 -0.95 -0.69
C26 3.27 -2.47 0.54
C27 3.40 -3.28 1.67
C28 4.48 -4.14 1.79
C29 5.46 -4.18 0.81
C30 5.32 -3.35 -0.29
C31 4.24 -2.50 -0.45
N2 6.36 -3.37 -1.34
O3 7.29 -4.14 -1.18
O4 6.31 -2.51 -2.19
H29 2.63 -3.23 2.43
H30 4.58 -4.78 2.66
H31 6.32 -4.82 0.88
H32 4.14 -1.89 -1.33

# 2
3 unconnected molecules or ions with the total composition C2H9ClOSi2 in a non-equilibrium geometry, computed with the ωB97M-V functional and the def2-TZVPD basis.

The HOMO-LUMO gap comes out at 8.1 eV. As for the electronic energy: -32544.0842 eV. The calculation puts the energy above the lowest of the compared OMol25 structures with the same formula, charge and spin at 267.9 kJ/mol. As for the net charge: 0.

Positions of all 15 atoms, in Å:
C1 -1.76 -1.08 2.40
C2 2.58 -1.14 -1.66
O1 -1.01 1.97 0.20
Si1 -1.44 2.29 -1.24
Si2 -0.86 -0.88 0.70
Cl1 -2.57 -0.43 -0.66
H1 -2.15 -0.18 2.73
H2 -2.42 -1.92 2.52
H3 -0.86 -1.14 3.11
H4 2.62 -1.56 -0.70
H5 3.63 -1.06 -2.08
H6 2.02 -0.22 -1.76
H7 2.04 -1.79 -2.48
H8 -0.75 1.74 -2.50
H9 -2.46 3.21 -1.66

# 3
C4H3NO3 in the gas phase in a non-equilibrium geometry, computed with the ωB97M-V functional and the def2-TZVPD basis.

The HOMO-LUMO gap comes out at 8.9 eV. As for the electronic energy: -11823.4651 eV. The calculation puts the energy above the lowest of the compared OMol25 structures with the same formula, charge and spin at 585.5 kJ/mol. The SMILES is c1nc2c(o1)OCO2. As for the net charge: 0.

Positions of all 11 atoms, in Å:
C1 -2.27 0.08 -0.22
N1 -1.60 1.23 -0.11
C2 -0.31 0.74 0.49
C3 -0.21 -0.57 0.48
O1 -1.43 -1.18 0.11
O2 1.06 -1.07 -0.30
C4 1.89 -0.04 -0.03
O3 1.07 1.23 -0.11
H1 -3.22 -0.35 -0.61
H2 2.81 -0.03 -0.68
H3 2.22 -0.04 0.99

Asked for HOMO energy across the records above, the calculation gives -8.06 -8.72 -9.55 eV in order.